one) DFT (ωB97M-V/def2-TZVPD) results for one molecule with the formula C4H6O2S2.

Geometry as XYZ:
```
14
Properties=species:S:1:pos:R:3
C 1.26679 -0.14989 1.61265
C 0.71816 0.65896 0.47530
S -0.93694 1.23487 0.85369
C -1.90026 0.58719 -0.45119
C -1.45319 -0.30149 -1.31253
S 0.38946 -0.68465 -1.11063
O 0.96968 -0.28292 -2.32317
O 0.60100 -2.03638 -0.73643
H 0.58977 -0.97632 1.67472
H 1.16192 0.31097 2.53805
H 2.17932 -0.57109 1.53632
H 1.23938 1.56534 0.18258
H -2.81312 1.24892 -0.72427
H -2.01196 -0.60350 -2.21508
```

Summary:
* 2S+1: 1
* Kohn-Sham gap: 9.751 eV
* structure (SMILES): C[C@@H]1SC=CS1(=O)=O
* highest occupied orbital energy: -9.17 eV

---

two) DFT (ωB97M-V/def2-TZVPD) results for one molecule with the formula C4H6O2S2.

Geometry as XYZ:
```
14
Properties=species:S:1:pos:R:3
C 0.08429 -1.63067 -0.50404
C 0.22435 -0.18343 -0.10535
O 1.36534 0.36171 -0.76854
C 1.93432 1.43312 -0.22167
S 3.21490 2.17485 -0.87195
S -1.23490 0.82529 -0.60378
C -2.27587 0.48167 0.78562
O -1.97605 -0.26071 1.70402
H 1.00153 -2.18067 -0.21079
H -0.01835 -1.71562 -1.58709
H -0.80844 -2.06917 0.02210
H 0.30889 -0.06035 0.96751
H 1.42821 1.79535 0.66860
H -3.24823 1.02863 0.72538
```

Summary:
* 2S+1: 1
* Kohn-Sham gap: 9.186 eV
* structure (SMILES): C[C@@H](OC=S)SC=O
* highest occupied orbital energy: -9.06 eV

---

Which one sits at the top of the stability order? two) does.

---

one) DFT (ωB97M-V/def2-TZVPD) results for an isolated ion of composition C4H8NOS and charge +1.

Geometry as XYZ:
```
15
Properties=species:S:1:pos:R:3
C -0.18744 0.02011 1.09860
C -0.56207 -1.39126 0.87116
C -0.23238 -0.74829 -1.79783
C 0.44319 2.19853 0.24201
N 0.12520 0.83167 0.21086
O 1.49938 -2.30098 -0.64114
S 0.08841 -2.07715 -0.78079
H -0.22413 0.28074 2.16434
H -0.13016 -2.04558 1.63025
H -1.64701 -1.51154 0.86379
H -1.25852 -0.50779 -2.01827
H 0.51348 -0.44257 -2.51680
H 0.52470 2.59378 1.25915
H -0.33423 2.74712 -0.29414
H 1.38160 2.35323 -0.29117
```

Summary:
* 2S+1: 1
* charge: +1
* Kohn-Sham gap (spin up / spin down): 7.704 / 7.702 eV
* highest occupied orbital energy (spin up / spin down): -14.48 / -14.48 eV

---

two) DFT (ωB97M-V/def2-TZVPD) results for C4H8NOS as an isolated structure.

Geometry as XYZ:
```
15
Properties=species:S:1:pos:R:3
C 0.33579 0.67331 -0.54777
C 1.29946 -1.64621 -0.70256
C -1.38934 2.24942 0.20777
C 0.45538 -0.61175 0.05756
N -0.38470 1.72066 -0.72811
O -0.06287 2.44833 -1.80783
S 1.30964 1.43010 -2.47943
H 1.01778 -1.78709 -1.76258
H 2.40004 -1.44660 -0.50980
H 1.15150 -2.67885 -0.24901
H -1.97227 3.09195 -0.35449
H -0.89658 2.70827 1.12894
H -2.05395 1.40161 0.47260
H 0.70922 -0.88048 1.16745
H -0.56143 -1.08007 -0.10783
```

Summary:
* 2S+1: 1
* charge: +1
* Kohn-Sham gap: 8.036 eV
* highest occupied orbital energy: -14.44 eV

---

three) DFT (ωB97M-V/def2-TZVPD) results for a 2-piece molecular cluster, C4H8NOS overall.

Geometry as XYZ:
```
15
Properties=species:S:1:pos:R:3
C 1.71634 -0.94351 0.12861
C -1.40311 0.19303 0.39116
C -3.74713 -0.61372 0.38160
C 3.25346 1.28336 -0.61091
N -2.46957 -0.19790 0.05864
O -0.24414 0.37245 0.51836
S 3.04789 -0.04239 0.52325
H 1.42876 -1.81615 0.70636
H 1.21782 -0.77387 -0.88976
H -4.38187 -0.54942 -0.45412
H -4.24825 0.00841 0.99687
H -3.79327 -1.60230 0.87543
H 3.36216 0.89704 -1.56443
H 4.04813 1.97605 -0.42210
H 2.21277 1.80894 -0.63897
```

Summary:
* 2S+1: 1
* charge: +1
* Kohn-Sham gap: 8.152 eV
* highest occupied orbital energy: -14.01 eV

---

Which one sits at the top of the stability order? three) does.

---

one) DFT (ωB97M-V/def2-TZVPD) results for one molecule with the formula C3H3NO4.

Geometry as XYZ:
```
11
Properties=species:S:1:pos:R:3
O 2.56330 -0.23082 1.18748
N 1.95538 0.65930 0.20534
C 0.82389 0.08653 -0.08047
O 0.30629 -1.08391 0.35702
C -1.09423 -0.98825 0.13866
C -1.43610 0.17555 -0.29279
O -2.40436 0.80551 -0.95426
O -0.19935 0.76328 -0.72885
H 3.48219 -0.13879 1.07764
H -1.84668 -1.67036 0.64451
H -2.15033 1.62197 -1.55428
```

Summary:
* 2S+1: 1
* Kohn-Sham gap: 9.067 eV
* structure (SMILES): O/N=c1\occ(O)o1
* highest occupied orbital energy: -8.73 eV

---

two) DFT (ωB97M-V/def2-TZVPD) results for one molecule with the formula C3H3NO4.

Geometry as XYZ:
```
11
Properties=species:S:1:pos:R:3
O 1.61341 -0.57883 -1.77396
C 0.89481 -0.39512 -0.85191
N 0.55962 0.82604 -0.22806
C -0.63661 1.04771 0.43032
O -1.23646 2.11577 0.51345
O -1.12320 -0.10365 1.03845
C -0.35684 -1.28470 1.02106
O 0.28913 -1.47083 -0.29927
H 0.90632 1.66759 -0.70425
H -1.02718 -2.13947 1.11288
H 0.45236 -1.21746 1.76159
```

Summary:
* 2S+1: 1
* Kohn-Sham gap: 12.033 eV
* structure (SMILES): O=C1NC(=O)OCO1
* highest occupied orbital energy: -11.48 eV

---

Which one sits at the top of the stability order? two) does.